One molecule with the formula C5H13NO in a non-equilibrium geometry. Source: OMol25; level of theory: the ωB97M-V functional and the def2-TZVPD basis.

Properties
Lowest unoccupied orbital energy (eV): 1.061
HOMO-LUMO gap (eV): 9.686
Total energy (hartree): -328.2557

The geometry in XYZ format:
```
20
Properties=species:S:1:pos:R:3:forces:R:3:mulliken_charge:R:1
C -0.151 -1.284 0.037 0.1293 2.2314 -0.8041 -0.704
C 0.872 -0.564 -0.887 1.6543 -2.3510 0.9767 0.146
C 2.270 -0.539 -0.166 -2.6024 1.4541 0.8049 -1.211
O 1.198 -1.427 -1.985 0.2000 0.5682 -0.0804 -0.555
C -0.671 -0.196 1.015 -1.0254 -0.6112 0.0805 -0.636
N -1.648 0.619 0.281 1.1057 1.0650 -0.6200 -0.246
C -1.523 2.062 0.390 -0.5816 0.2263 0.9907 -0.958
H -1.041 -1.441 -0.579 0.2056 -0.9364 0.0455 0.403
H 0.402 -2.150 0.384 -0.6463 -0.2907 0.4563 0.288
H 0.516 0.429 -1.157 0.1116 0.0164 -0.3250 0.284
H 2.485 -1.477 0.333 0.2925 -0.4316 -0.7080 0.315
H 2.059 0.114 0.699 0.8864 0.3468 -0.3529 0.362
H 2.993 -0.147 -0.867 0.4507 -0.0841 0.2858 0.348
H 0.428 -1.633 -2.494 -0.8410 -0.1114 -0.4527 0.322
H 0.161 0.405 1.374 -0.1208 0.3023 0.0311 0.293
H -1.207 -0.564 1.891 0.4591 -0.5404 0.2374 0.383
H -2.615 0.377 0.382 -0.0856 -0.5423 0.3524 0.206
H -1.807 2.482 1.378 -0.0699 -0.3078 -0.0434 0.335
H -0.501 2.416 0.282 0.0989 -0.1701 -0.6382 0.319
H -2.221 2.519 -0.313 0.3788 0.1666 -0.2367 0.305
```
Forces are in eV/Å.

A 2-piece molecular cluster, C2H9NS overall in a non-equilibrium geometry. Source: OMol25; level of theory: the ωB97M-V functional and the def2-TZVPD basis.

Properties
Lowest unoccupied orbital energy (eV): -0.665
HOMO-LUMO gap (eV): 4.936
Total energy (hartree): -534.4186

The geometry in XYZ format:
```
13
Properties=species:S:1:pos:R:3:forces:R:3:mulliken_charge:R:1
S 2.668 -0.216 1.222 -0.2841 -0.1641 -1.7432 -0.806
H 2.291 -0.073 2.451 -0.4648 0.1605 1.3971 -0.061
C -1.968 -0.355 -2.021 -0.4081 -0.3468 -0.1093 -0.890
N -1.655 -0.347 -0.566 0.0269 0.9855 0.6600 -0.249
C -1.514 1.062 -0.004 1.4247 -0.0130 -0.9298 -0.794
H -1.848 -1.384 -2.353 -0.0868 0.2114 -0.3349 0.346
H -2.968 0.028 -2.198 -0.3925 -0.4409 0.4282 0.371
H -1.391 0.349 -2.607 0.9232 -0.1602 0.3735 0.372
H -0.751 -0.798 -0.350 0.1089 -0.0376 -0.2150 0.374
H -2.339 -0.870 -0.021 -0.1939 -0.0411 -0.2913 0.360
H -2.016 1.794 -0.640 -0.2955 -0.3874 0.1786 0.299
H -0.428 1.202 -0.137 -0.3105 0.4923 0.5743 0.345
H -1.791 1.143 1.039 -0.0475 -0.2586 0.0119 0.332
```
Forces are in eV/Å.

A 7-piece molecular cluster, C33H57FNO13S overall in a non-equilibrium geometry. Source: OMol25; level of theory: the ωB97M-V functional and the def2-TZVPD basis.

Properties
Lowest unoccupied orbital energy (eV): -2.115
HOMO-LUMO gap (eV): 9.302
Total energy (hartree): -2822.2063
Total charge: +1

The geometry in XYZ format:
```
106
Properties=species:S:1:pos:R:3:forces:R:3:mulliken_charge:R:1
C 1.726 -1.518 1.156 0.4284 -0.4895 0.2477 -0.940
C 0.147 -2.033 1.345 0.6783 1.5990 0.6767 0.587
C -0.707 -1.928 -0.048 -0.6413 1.9021 1.7176 0.043
S -0.910 -3.530 -0.991 -0.6084 -0.2341 -0.6523 0.215
C -0.366 -5.034 -0.018 -0.3547 -1.9778 0.7951 -0.763
C 1.235 -5.091 0.324 0.3690 0.1618 -0.6576 -0.165
C 1.604 -5.397 1.892 0.7796 0.8081 0.7446 -0.206
F 0.526 -6.040 2.679 1.7973 1.3109 -1.9182 -0.319
C -2.801 -3.709 -1.195 -1.5305 1.2873 0.0726 -0.621
C -3.544 -3.848 0.256 -0.0436 0.2187 1.0515 0.557
O -4.506 -2.720 0.493 2.4334 -0.4683 1.1529 -0.590
C -4.365 -5.244 0.498 -0.2336 -0.2994 1.8164 -0.820
N -3.933 -6.408 -0.363 -1.4459 -0.2848 0.8256 -0.564
H 1.834 -0.347 1.294 -0.4614 -2.4735 -0.5174 0.374
H 2.176 -1.836 0.111 -0.9923 0.8235 2.0665 0.144
H 2.422 -1.994 1.996 -1.5814 0.9062 -1.7057 0.281
H -0.333 -1.232 2.090 0.7835 -1.9832 -1.7348 -0.554
H 0.081 -3.060 1.900 0.0243 1.8545 -1.3303 0.050
H -1.790 -1.522 0.243 2.1586 -1.2404 -0.7430 0.332
H -0.250 -1.085 -0.759 -0.7191 -2.2635 1.2442 -0.149
H -0.591 -5.980 -0.711 0.1575 2.4238 1.2304 0.487
H -1.080 -5.138 0.903 1.6429 0.2195 -1.5344 0.392
H 1.696 -4.050 -0.034 -0.7485 -2.2785 1.1397 -0.032
H 1.764 -5.908 -0.348 -1.3867 1.6680 1.3385 0.451
H 1.853 -4.355 2.403 -0.7604 -2.3351 -0.8343 0.107
H 2.567 -6.084 2.025 -2.3141 1.4078 -0.5573 0.293
H -3.143 -2.657 -1.646 0.9830 -2.1838 1.0230 0.378
H -3.100 -4.509 -1.994 1.0461 1.1889 1.7997 0.413
H -2.732 -3.731 1.115 -1.5096 -0.4637 -1.8810 0.094
H -4.138 -2.201 1.293 -0.9338 -1.1500 -1.8951 0.339
H -5.543 -5.083 0.458 2.7220 0.0245 -0.2331 0.390
H -4.144 -5.568 1.626 -0.6045 1.0774 -2.2073 0.245
H -3.360 -7.050 0.228 -0.7261 0.6817 -0.7833 0.260
H -4.827 -6.944 -0.579 1.7841 0.7919 0.2088 0.261
O -2.389 -0.782 3.328 0.1359 1.2721 0.7537 -0.678
C -1.921 0.015 4.125 -0.5584 -0.6702 -1.1758 0.495
O -2.358 1.300 4.275 -0.0884 -1.2317 -0.5668 -0.355
C -1.518 1.974 5.211 0.2468 0.8391 0.4127 -0.400
C -0.881 0.882 6.031 0.3820 0.0230 0.8459 -0.588
C -0.766 -0.250 5.041 0.0288 -0.1520 0.5043 -0.278
H -0.779 2.562 4.656 -0.1022 -0.0484 0.0132 0.339
H -2.119 2.649 5.827 -0.0333 -0.0916 -0.3032 0.327
H 0.075 1.178 6.471 -0.1912 0.0356 -0.0618 0.345
H -1.554 0.590 6.846 0.1286 0.0844 -0.1084 0.273
H 0.164 -0.196 4.469 -0.0565 -0.1344 -0.0424 0.219
H -0.865 -1.221 5.530 0.1222 0.0056 -0.4076 0.336
O 2.302 -1.453 -2.428 -0.9281 1.1963 0.1441 -0.640
C 1.709 -0.527 -2.957 0.6064 -1.1599 0.3307 0.600
O 0.963 0.395 -2.281 0.6572 -1.1320 0.4018 -0.274
C 0.328 1.263 -3.220 -0.4958 0.9703 -0.2902 -0.701
C 1.153 1.162 -4.476 0.0155 0.6930 -0.7134 0.954
C 1.651 -0.260 -4.431 0.1947 0.3811 -0.2053 -0.480
H -0.702 0.920 -3.370 0.0467 -0.0427 0.0161 0.344
H 0.308 2.282 -2.825 0.0439 -0.2767 0.1420 0.306
H 0.589 1.400 -5.382 0.1402 -0.1033 0.4561 -0.535
H 2.004 1.851 -4.416 -0.2360 -0.1008 0.0768 -0.021
H 0.943 -0.954 -4.892 0.1639 -0.0480 -0.0312 0.211
H 2.639 -0.354 -4.887 -0.2382 -0.3766 0.0846 0.360
O 1.917 5.042 -2.962 1.2729 -1.5372 0.4042 -0.618
C 2.896 4.430 -2.568 -1.7417 1.2159 -0.3783 0.298
O 2.990 3.069 -2.534 -0.5298 0.6849 -0.3418 -0.288
C 4.223 2.700 -1.918 0.4355 -0.8077 0.4188 -0.042
C 5.119 3.901 -2.070 0.8999 0.0619 0.0352 -0.564
C 4.143 5.050 -2.014 0.4856 0.1264 -0.1298 -0.362
H 4.030 2.456 -0.868 0.0111 0.1146 -0.2089 0.000
H 4.635 1.818 -2.417 -0.2824 0.0590 -0.0539 0.330
H 5.901 3.954 -1.308 -0.1356 -0.0935 -0.0746 0.295
H 5.604 3.880 -3.053 -0.0354 -0.0231 0.1568 0.327
H 3.955 5.374 -0.987 -0.0714 0.0578 -0.1255 0.224
H 4.475 5.888 -2.631 -0.3437 0.0411 0.2479 0.307
O 4.244 3.224 1.242 0.7188 -0.8831 1.5576 -0.575
C 4.981 2.590 1.978 -1.0544 1.2700 -0.9664 0.486
O 4.781 2.436 3.320 -0.3979 0.2743 -0.9252 -0.369
C 5.889 1.734 3.881 0.3360 -0.2249 0.7317 -0.459
C 6.515 0.992 2.729 0.5877 -0.7416 -0.0276 -0.523
C 6.251 1.911 1.563 0.1676 -0.4632 -0.1088 -0.211
H 6.574 2.462 4.328 -0.0862 -0.0482 -0.0324 0.270
H 5.537 1.053 4.661 -0.1044 0.2977 -0.0855 0.328
H 7.575 0.773 2.882 -0.1818 0.0193 0.0590 0.337
H 5.992 0.041 2.572 0.1059 0.1252 0.0556 0.229
H 7.037 2.662 1.450 -0.1159 -0.0042 -0.1330 0.292
H 6.113 1.352 0.634 0.0419 0.4059 -0.0327 0.203
O 0.502 0.300 -7.311 -1.0378 1.4824 -0.3910 -0.599
C -0.091 1.226 -7.839 0.6672 -1.5911 0.6037 0.542
O -0.837 2.148 -7.164 0.6423 -0.8133 0.0916 -0.384
C -1.472 3.015 -8.102 -0.5814 0.7170 -0.0876 -0.453
C -0.647 2.915 -9.358 0.0887 0.5673 -0.7262 -0.489
C -0.149 1.493 -9.313 0.2468 0.3262 -0.3357 -0.414
H -2.502 2.673 -8.253 0.0874 0.0045 0.0459 0.270
H -1.492 4.035 -7.707 -0.0177 -0.2992 0.1603 0.314
H -1.211 3.153 -10.264 0.0419 0.0226 0.1902 0.327
H 0.204 3.604 -9.299 -0.1768 -0.0756 -0.0187 0.275
H -0.857 0.799 -9.775 0.1658 -0.0804 0.0510 0.263
H 0.839 1.399 -9.770 -0.2243 -0.3629 0.1092 0.303
O -7.826 3.249 7.066 1.7036 -1.1844 -0.8399 -0.580
C -7.043 2.637 6.359 -1.5540 1.4823 1.3284 0.398
O -5.808 2.217 6.763 -0.5924 0.2182 0.2236 -0.368
C -5.126 1.634 5.653 0.5945 -0.1495 -0.0875 0.146
C -6.209 1.229 4.688 0.0098 -0.6206 -0.7508 -0.514
C -7.268 2.276 4.922 -0.1310 -0.4311 -0.3113 -0.365
H -4.448 2.382 5.228 -0.1000 -0.0761 0.0297 -0.012
H -4.538 0.776 5.992 -0.0517 0.2427 0.1541 0.147
H -5.865 1.177 3.652 0.0537 -0.0254 0.1739 0.286
H -6.601 0.242 4.964 0.1033 0.1354 -0.0515 0.311
H -7.107 3.163 4.302 -0.1599 -0.0094 0.0934 0.255
H -8.272 1.873 4.769 0.0623 0.4311 0.0603 0.296
```
Forces are in eV/Å.